No. 1
42
Properties=species:S:1:pos:R:3:lowdin_spin:R:1 method="wB97M-V/def2-TZVPD" relative_energy_kj_mol=832.5 energy_ha=-2584.42081 e_homo_ha="-0.482 / -0.482" total_charge=+1 max_force_ev_per_a=6.14 spin_multiplicity=2
Cu 7.5929 23.7885 -8.6513 0.0015
B 8.1240 23.3233 -5.1663 0.4773
H 9.0192 23.8238 -5.5014 0.3002
H 7.3324 23.9943 -5.4617 0.0985
H 8.0729 22.4414 -5.7859 0.0952
H 8.1465 23.1487 -4.1018 0.0262
O 8.9088 27.1000 -8.7651 -0.0001
H 9.8379 27.2733 -8.6134 0.0000
H 8.6242 27.8076 -9.3436 0.0000
O 4.4406 25.5807 -8.6312 0.0001
H 4.1062 26.1501 -7.9382 0.0000
H 3.6744 25.3824 -9.1696 0.0000
O 7.3865 17.0592 -6.0971 0.0000
H 7.8825 17.2006 -6.9034 0.0000
H 7.2530 16.1120 -6.0605 0.0000
O 5.9556 27.1679 -1.1001 0.0000
H 5.9620 26.6263 -1.8893 0.0000
H 5.2177 26.8369 -0.5880 0.0000
O 8.8802 23.4410 0.9823 0.0000
H 8.9169 22.6416 1.5077 0.0000
H 7.9545 23.5392 0.7594 0.0000
O 13.1120 20.1974 -5.5484 0.0000
H 13.5251 19.3340 -5.5640 0.0000
H 12.4311 20.1255 -4.8795 0.0000
O 14.0913 25.2125 -5.7188 0.0000
H 14.6184 25.1664 -4.9212 0.0000
H 13.7006 24.3423 -5.7988 0.0000
O 5.1240 22.7716 -1.7155 0.0002
H 4.7246 21.9606 -2.0302 0.0000
H 5.7306 23.0260 -2.4109 0.0000
O 5.2502 20.9771 -8.8977 0.0001
H 5.3710 20.0280 -8.8712 0.0000
H 4.3654 21.0969 -9.2427 0.0000
O 10.3363 21.7814 -9.5392 -0.0001
H 10.6629 21.6137 -10.4232 0.0000
H 10.6597 21.0450 -9.0202 0.0000
O 11.4718 24.2542 -2.1795 0.0007
H 10.8360 24.2834 -2.8945 0.0002
H 10.9854 23.8889 -1.4405 0.0000
O 9.4397 19.3694 -2.9736 0.0000
H 8.9767 18.8541 -3.6342 0.0000
H 9.0316 20.2342 -3.0144 0.0000

No. 2
12
Properties=species:S:1:pos:R:3:mulliken_charge:R:1 method="wB97M-V/def2-TZVPD" relative_energy_kj_mol=8.0 energy_ha=-809.24298 e_homo_ha=-0.133 total_charge=-1 max_force_ev_per_a=0.54
Pd -0.2103 -0.2391 -1.1838 0.0994
N -0.7268 0.4200 0.8129 -0.4186
N 0.2732 0.0573 1.7426 -0.2446
C 1.6004 -0.0638 1.1993 0.6762
O 2.5143 0.0717 2.0117 -0.6999
O 1.6731 -0.3672 -0.0276 -0.7417
H -0.8547 1.4258 0.7589 0.2342
H -1.6197 -0.0333 0.9892 0.2966
H 0.2756 0.6076 2.5888 0.2422
Te -2.5975 -1.0245 -1.6845 -0.5902
O -0.1477 -0.4202 -4.1729 -0.2885
C -0.1800 -0.4345 -3.0346 0.4349

No. 3
111
Properties=species:S:1:pos:R:3:lowdin_spin:R:1 method="wB97M-V/def2-TZVPD" energy_ha=-3341.60820 e_homo_ha="-0.492 / -0.493" total_charge=+3 max_force_ev_per_a=1.11 spin_multiplicity=6
Sm -0.6270 0.4647 1.3053 5.0505
N -3.3533 0.0373 0.5781 -0.0043
N -3.7828 0.8949 -0.4444 -0.0001
C -2.9685 1.8643 -0.8774 -0.0005
N -3.2939 2.5614 -1.9536 0.0000
N -1.8748 2.0456 -0.1040 -0.0064
N -0.7657 2.5984 -0.6475 0.0005
O 0.2329 2.2575 0.0258 -0.0052
O -0.7099 3.3069 -1.6042 0.0004
H -3.2015 -0.8980 0.2032 0.0001
H -4.0400 0.0308 1.3268 0.0000
H -4.6559 0.7116 -0.9197 -0.0001
H -4.1089 2.3251 -2.4973 0.0000
H -2.6919 3.3039 -2.2694 0.0000
C -1.2627 5.2605 4.4094 0.0000
N -1.4351 4.1122 3.5266 0.0000
C -0.8501 4.2689 2.2114 0.0004
C -1.8458 2.9004 3.9626 -0.0003
N -1.5355 1.8064 3.2844 -0.0063
C -2.2047 0.6028 3.6360 -0.0027
C -3.5820 0.5440 3.7021 0.0014
C -4.2685 -0.6501 3.9715 -0.0004
C -3.5625 -1.8029 4.1503 0.0010
C -2.1497 -1.8099 4.0688 -0.0002
C -1.4637 -3.0263 4.2898 0.0002
C -0.1027 -3.0774 4.2317 -0.0005
C 0.6248 -1.9184 3.9295 0.0007
C 0.0207 -0.6969 3.7353 -0.0018
N 0.7949 0.4102 3.2789 -0.0070
C 1.9601 0.6907 3.8456 0.0000
N 2.9136 1.3494 3.1361 0.0002
C 3.7615 2.3642 3.7442 0.0000
C 2.9141 1.3505 1.6899 0.0007
N 2.2635 0.4334 5.1487 -0.0002
C 3.5812 -0.0349 5.5508 0.0000
C 1.2608 0.4142 6.1903 0.0000
C -1.4273 -0.6053 3.8013 -0.0024
N -2.5638 2.9165 5.1373 0.0001
C -3.7011 3.8093 5.2813 0.0000
C -2.4309 1.9305 6.1815 0.0000
H -1.8267 6.1144 4.0323 0.0000
H -0.2056 5.5285 4.4422 0.0000
H -1.5917 5.0263 5.4133 0.0000
H -1.6177 4.3271 1.4355 0.0000
H -0.1578 3.4528 1.9944 0.0002
H -0.2782 5.1952 2.1919 0.0000
H -4.1404 1.4600 3.5483 0.0001
H -5.3461 -0.6406 4.0466 -0.0001
H -4.0652 -2.7339 4.3672 0.0001
H -2.0420 -3.9134 4.5054 0.0000
H 0.4209 -4.0072 4.3987 0.0000
H 1.7004 -1.9798 3.8278 0.0001
H 3.4780 2.5123 4.7814 0.0000
H 3.6252 3.3057 3.2073 0.0000
H 4.8156 2.0876 3.6944 0.0000
H 2.5011 0.4185 1.3130 0.0002
H 3.9443 1.4288 1.3392 0.0001
H 2.3613 2.2059 1.2836 0.0001
H 4.2105 -0.1845 4.6782 0.0000
H 3.4732 -0.9901 6.0705 0.0000
H 4.0707 0.6724 6.2241 0.0000
H 0.3915 0.9736 5.8559 0.0000
H 1.6669 0.9073 7.0757 0.0000
H 0.9561 -0.5999 6.4629 0.0000
H -3.7805 4.4658 4.4183 0.0000
H -3.6230 4.4296 6.1781 0.0000
H -4.6230 3.2233 5.3568 0.0000
H -1.6148 1.2489 5.9641 0.0000
H -3.3436 1.3366 6.2934 0.0000
H -2.2225 2.4300 7.1308 0.0000
C 3.5565 -4.1803 -3.6959 0.0000
C 2.0874 -4.4804 -3.4889 0.0000
N 1.3088 -3.2936 -3.0964 0.0000
C 1.0302 -3.1136 -1.7911 0.0000
C 0.3315 -2.0516 -1.3220 -0.0002
C 0.0295 -1.7364 0.0917 -0.0016
O 0.9259 -1.2342 0.8282 -0.0082
O -1.1718 -1.6743 0.4611 -0.0079
C -0.1022 -0.9933 -2.1921 -0.0001
O -0.7054 0.0120 -1.7511 -0.0005
C 0.2278 -1.1899 -3.5965 0.0000
C -0.1356 -0.2184 -4.5416 0.0000
C 0.1786 -0.3930 -5.8540 0.0000
F -0.1194 0.5847 -6.7308 0.0000
C 0.8434 -1.5488 -6.3229 0.0000
C 1.2195 -2.4955 -5.3892 0.0000
C 0.9268 -2.3306 -4.0222 0.0000
N 1.1577 -1.7396 -7.6780 0.0000
C 0.4030 -1.1006 -8.7345 0.0000
C 0.3081 -2.0349 -9.9323 0.0000
N 1.6628 -2.6942 -10.1943 0.0000
C 2.7825 -1.9866 -9.4877 0.0000
C 2.5390 -2.0783 -7.9913 0.0000
H 4.0731 -5.0912 -3.9951 0.0000
H 4.0228 -3.8194 -2.7805 0.0000
H 3.7179 -3.4285 -4.4674 0.0000
H 1.9405 -5.2135 -2.6957 0.0000
H 1.6153 -4.9083 -4.3751 0.0000
H 1.3996 -3.8951 -1.1416 0.0000
H -0.6345 0.6823 -4.2154 0.0000
H 1.7248 -3.3824 -5.7289 0.0000
H 0.8113 -0.1271 -9.0287 0.0000
H -0.6150 -0.9177 -8.3951 0.0000
H 0.0403 -1.5023 -10.8426 0.0000
H -0.3916 -2.8528 -9.7710 0.0000
H 1.8494 -2.7293 -11.1985 0.0000
H 1.6299 -3.6664 -9.8802 0.0000
H 2.7788 -0.9642 -9.8621 0.0000
H 3.7164 -2.4659 -9.7790 0.0000
H 3.2530 -1.4020 -7.5026 0.0000
H 2.7787 -3.0926 -7.6567 0.0000

No. 4
15
Properties=species:S:1:pos:R:3:mulliken_charge:R:1 method="wB97M-V/def2-TZVPD" relative_energy_kj_mol=358.5 energy_ha=-287.69590 e_homo_ha="-0.271 / -0.271" total_charge=0 max_force_ev_per_a=0.93
C -0.5137 0.9074 -1.1090 -0.7876
C 1.0349 -1.1257 -1.1207 0.0220
C -0.2667 -0.5763 -1.1574 -0.6828
O 2.0337 -0.6129 -0.5651 -0.7049
H 1.1663 -0.0953 1.1068 0.3114
H 1.1381 -2.1428 -1.5455 0.3260
H -1.0241 -1.1833 -1.6456 0.3089
H -1.2318 1.2060 -0.3264 0.1868
H 0.4176 1.4425 -0.9111 0.2995
H -0.9218 1.2766 -2.0543 0.3132
C -0.4184 0.4775 2.2056 -0.3211
N 0.2186 -0.3253 1.4386 -0.2240
H -0.2440 -0.8766 0.6019 0.3601
H -1.4398 0.2516 2.4916 0.3000
H 0.0512 1.3768 2.5905 0.2927

No. 5
25
Properties=species:S:1:pos:R:3:lowdin_spin:R:1 method="wB97M-V/def2-TZVPD" relative_energy_kj_mol=433.3 energy_ha=-493.19015 e_homo_ha="-0.590 / -0.662" total_charge=+2 max_force_ev_per_a=3.51 spin_multiplicity=3
C -0.2000 -1.4647 0.7304 0.0107
C 0.7516 1.3631 0.6230 0.6453
C -1.7398 0.3077 0.2225 0.6922
C 0.7343 2.4767 1.3024 0.0986
C 3.1612 -1.0205 -0.9456 0.0120
C -3.9016 -0.3428 -0.5254 0.0323
C 2.8465 0.2953 -0.3036 0.0570
N 0.9074 -0.9758 0.4958 0.0200
N -1.4401 -0.9186 0.6871 0.1150
N -2.8044 0.5835 -0.4697 0.0738
N 1.2705 0.3043 -0.0581 0.1184
H -0.0652 -2.5285 0.9803 0.0000
H 1.6505 2.8322 1.6803 0.0325
H -0.2021 2.9743 1.4489 0.0248
H 2.5559 -1.8268 -0.4387 0.0010
H 2.9476 -0.7857 -2.0694 0.0004
H 4.1515 -1.2955 -0.7239 0.0034
H -4.4921 -0.2597 0.4373 -0.0006
H -3.5629 -1.3618 -0.4971 0.0034
H -4.4872 -0.0383 -1.4722 0.0019
H 3.2053 1.1566 -0.8466 0.0004
H 3.0375 0.2791 0.7574 0.0008
H -2.2549 -1.6362 0.7037 0.0234
H -3.0211 1.6005 -0.6184 0.0121
H 0.9514 0.2817 -1.1005 0.0212

No. 6
115
Properties=species:S:1:pos:R:3:mulliken_charge:R:1 method="wB97M-V/def2-TZVPD" energy_ha=-2461.74757 e_homo_ha=-0.394 total_charge=+1 max_force_ev_per_a=2.66
C 1.4138 -3.8712 -7.5993 -1.1042
C 0.4492 -2.6578 -7.6112 -1.1566
C 0.8862 -1.4649 -6.7652 0.5811
C 2.3130 -0.9578 -7.1146 -1.2190
N 0.7155 -1.6746 -5.3233 0.0155
C 0.2015 -2.7517 -4.7213 -0.2228
N 0.1936 -2.5701 -3.4151 -0.5834
C 0.6950 -1.3489 -3.1581 0.5734
N 0.8386 -0.7538 -1.9889 0.4314
O 1.3299 0.5355 -2.0395 -0.2878
C 2.3244 0.7714 -1.0395 0.0742
C 3.6426 -0.0185 -1.2516 0.1796
C 3.9235 -1.0497 -0.1254 -1.1570
O 3.7242 -0.5718 -2.5594 -0.4893
C 0.4326 -1.3883 -0.7596 -0.5780
C -0.5236 -0.7519 -0.0054 -0.1239
C -0.8990 -1.3987 1.1481 -0.6001
C -0.2652 -2.6054 1.3938 -0.4342
N 0.6657 -3.2089 0.6868 -0.6326
C 1.0215 -2.5685 -0.4215 0.1021
N 1.0332 -0.8202 -4.3470 -0.0995
H 1.4513 -4.3136 -8.5927 0.3245
H 1.0287 -4.6485 -6.9329 0.3401
H 2.4034 -3.6211 -7.2203 0.3520
H 0.3493 -2.2868 -8.6318 0.4318
H -0.5512 -3.0109 -7.3463 0.5329
H 0.2123 -0.6436 -7.0335 0.2204
H 2.8676 -0.8496 -6.1805 0.3483
H 2.2188 0.0041 -7.6158 0.1696
H 2.8374 -1.6347 -7.7854 0.4641
H -0.1785 -3.6472 -5.1762 0.5093
H 2.5853 1.8239 -1.1484 0.4241
H 1.9508 0.6805 -0.0222 -0.3885
H 4.4575 0.7051 -1.1677 0.4670
H 3.0454 -1.1300 0.5157 0.2958
H 4.7344 -0.7032 0.5119 0.2745
H 4.1738 -2.0267 -0.5480 0.3501
H 3.9158 -1.5119 -2.5160 0.3252
H -0.9700 0.1841 -0.3137 0.5706
H -1.6546 -0.9935 1.8039 0.4511
H -0.5842 -3.1348 2.2902 0.4480
H 1.7774 -3.0066 -1.0629 0.4658
H 1.4643 0.0797 -4.5164 0.2094
C 0.8493 1.8277 2.4845 -0.9677
C 2.3206 1.5607 2.6641 0.6531
O 3.1100 1.5830 1.7174 -0.7045
N 2.7609 1.2883 3.9103 -0.1243
C 1.9878 1.2142 5.1392 -0.8017
H 0.6494 2.0307 1.4363 0.1348
H 0.2683 0.9536 2.7893 0.1165
H 0.5462 2.6954 3.0617 0.6571
H 3.7537 1.1203 3.9592 0.2665
H 2.3751 1.9465 5.8492 0.2754
H 2.0947 0.2184 5.5699 0.2650
H 0.9371 1.4113 4.9602 0.3461
C -2.7809 -2.3873 5.1380 -1.4374
C -1.3379 -2.0666 5.4467 0.7992
O -0.7981 -1.0422 5.0448 -0.5951
N -0.6387 -2.9559 6.1891 -0.1181
C -1.0901 -4.2185 6.7540 -0.9597
H -3.1999 -1.5801 4.5438 0.2858
H -2.8528 -3.3143 4.5670 0.3917
H -3.3579 -2.4758 6.0587 0.4451
H 0.3157 -2.6771 6.3542 0.2058
H -0.9717 -4.1820 7.8379 0.2688
H -0.4674 -5.0233 6.3628 0.3563
H -2.1303 -4.4146 6.5139 0.3339
C -2.3841 5.3641 0.9625 -1.1808
C -0.9650 4.8681 1.0670 0.5981
O -0.5166 4.3637 2.0879 -0.6563
N -0.1689 4.9951 -0.0304 -0.0856
C -0.5092 5.5579 -1.3234 -0.8336
H -2.8878 5.1943 1.9077 0.2727
H -2.3950 6.4332 0.7483 0.3554
H -2.9187 4.8282 0.1871 0.4425
H 0.7666 4.6455 0.1085 0.2279
H -0.3643 4.7997 -2.0963 0.2170
H 0.1519 6.4006 -1.5346 0.3045
H -1.5389 5.8981 -1.3483 0.3349
C -1.0236 -8.2585 6.9396 -1.2322
C 0.4209 -7.9507 7.2549 0.8094
O 0.9683 -6.9308 6.8601 -0.6471
N 1.1072 -8.8515 8.0008 -0.1761
C 0.6366 -10.1079 8.5563 -0.8120
H -1.4319 -7.4502 6.3401 0.2349
H -1.1010 -9.1857 6.3710 0.3893
H -1.6061 -8.3393 7.8581 0.3557
H 2.0634 -8.5829 8.1726 0.2343
H 0.7439 -10.0834 9.6416 0.2841
H 1.2454 -10.9242 8.1649 0.2817
H -0.4031 -10.2884 8.3061 0.3118
C -5.9413 6.7832 1.9476 -1.2167
C -5.9434 6.1575 0.5742 0.7927
O -5.0136 5.4685 0.1746 -0.6281
N -7.0205 6.3832 -0.2181 -0.1781
C -8.2084 7.1652 0.0765 -0.8388
H -5.0205 6.5133 2.4561 0.2000
H -5.9906 7.8700 1.8718 0.3560
H -6.7830 6.4157 2.5354 0.3834
H -6.9557 5.9362 -1.1191 0.2345
H -9.0878 6.5239 0.0028 0.2848
H -8.3009 7.9680 -0.6564 0.2855
H -8.1644 7.5952 1.0709 0.3208
C 2.2241 3.4958 -5.2545 -1.2559
C 1.7463 3.0953 -6.6296 0.8000
O 0.8533 2.2692 -6.7921 -0.6720
N 2.3369 3.6809 -7.6955 -0.1575
C 3.4000 4.6724 -7.7069 -0.8449
H 1.6560 2.9445 -4.5095 0.1929
H 3.2817 3.2576 -5.1330 0.3647
H 2.0654 4.5619 -5.0909 0.4428
H 1.9681 3.3684 -8.5804 0.2477
H 3.0460 5.5709 -8.2131 0.2922
H 4.2537 4.2759 -8.2575 0.2911
H 3.7138 4.9307 -6.7016 0.3249

No. 7
12
Properties=species:S:1:pos:R:3:lowdin_spin:R:1 method="wB97M-V/def2-TZVPD" relative_energy_kj_mol=392.5 energy_ha=-5340.89594 e_homo_ha="-0.187 / -0.363" total_charge=0 max_force_ev_per_a=6.51 spin_multiplicity=3
C -1.4056 -0.7625 -0.0688 0.0357
C 1.8266 0.0830 -0.4073 0.0095
C -0.7771 0.4759 0.4510 0.3479
O 0.6316 0.8547 -0.5403 0.0201
Br -1.7921 2.0536 0.3224 0.3525
Br -0.1465 0.4028 2.2663 1.2102
H -2.5397 -0.8190 0.2407 0.0026
H -1.3938 -0.4692 -1.2289 0.0091
H -0.8695 -1.6732 0.1396 0.0059
H 1.6659 -0.9055 -0.7743 -0.0002
H 2.2711 0.1423 0.5869 0.0056
H 2.5291 0.6171 -0.9873 0.0011

No. 8
16
Properties=species:S:1:pos:R:3:mulliken_charge:R:1 method="wB97M-V/def2-TZVPD" relative_energy_kj_mol=406.7 energy_ha=-417.10103 e_homo_ha=-0.335 total_charge=0 max_force_ev_per_a=3.25
H -3.1481 0.0894 -0.2999 0.2657
N -2.7278 0.9861 0.0810 -0.5719
C -1.6854 0.8426 0.7307 0.0642
N -0.8118 -0.2863 0.8962 -0.0216
C 0.5943 0.0311 1.1400 -0.6928
C 1.2258 -0.0288 -0.3209 0.2197
O 2.4430 -0.6984 -0.1129 -0.5191
C 0.0857 -0.6988 -1.1847 -0.4625
O -0.8332 -1.2053 -0.1389 -0.3995
H -1.2122 1.8059 1.0168 0.3351
H 0.7563 1.0293 1.6085 0.2537
H 1.0180 -0.7960 1.7734 0.2940
H 1.3040 0.9874 -0.6817 0.3352
H 3.0823 -0.4935 -0.8369 0.3336
H 0.2960 -1.6156 -1.8084 0.3254
H -0.3870 0.0508 -1.8624 0.2408